1.
Density functional theory data (ωB97M-V with the def2-TZVPD basis set) for a cluster of 2 separate species, C2H7N4 in total in a non-equilibrium geometry.

The geometry in XYZ format:
```
13
Properties=species:S:1:pos:R:3:forces:R:3
C -1.420 -0.227 0.291 0.5 -0.1 -2.0
C 1.557 -0.882 0.710 -3.7 -5.1 3.9
N 1.478 0.919 -0.831 -0.9 2.0 -3.2
N 1.647 -0.013 -0.046 3.0 2.3 -1.0
N -0.967 0.884 0.790 -2.3 -2.5 0.5
N -1.172 -0.558 -0.974 1.8 1.9 0.3
H -2.039 -0.798 0.885 -1.4 -1.4 1.0
H 2.037 -1.314 1.534 1.8 -0.7 0.9
H 2.299 0.849 -1.428 0.3 1.2 -0.6
H -1.400 1.192 1.622 0.2 0.9 0.9
H -0.329 1.292 0.215 2.3 2.8 -1.2
H -1.214 -1.486 -1.379 -0.3 0.2 0.4
H -0.477 0.141 -1.389 -1.3 -1.6 0.0
```
Positions in Å, forces in eV/Å.

Computed properties:
orbital gap (alpha / beta): 0.2353 / 0.3257 hartree
net charge: +1
relative energy (zero: lowest compared OMol25 entry of this formula, charge and spin): 55.9 kcal per mole
strongest force on any atom: 7.41 eV/Å
highest occupied orbital energy (alpha / beta): -9.99 / -15.23 eV
multiplicity: 3

2.
Density functional theory data (ωB97M-V with the def2-TZVPD basis set) for a structure of composition C26H27BInN11S7Sb.

The geometry in XYZ format:
```
74
Properties=species:S:1:pos:R:3:forces:R:3
In -0.670 0.017 -1.027 -0.2 -0.2 0.0
N -0.083 1.288 5.300 0.0 0.0 -0.1
C -0.708 1.621 4.132 0.0 0.0 0.1
N -0.189 1.519 2.974 0.0 0.1 0.0
C 1.107 1.053 2.844 0.0 0.0 0.0
N 1.671 0.969 1.694 -0.1 -0.1 0.0
N 0.853 1.359 0.639 0.1 0.1 0.0
C 0.906 2.587 0.336 0.1 0.0 0.0
C 0.124 3.151 -0.765 0.0 0.0 0.0
C 0.246 4.493 -1.071 0.0 0.0 0.0
C -0.541 5.023 -2.082 0.0 0.0 0.0
C -1.425 4.193 -2.737 0.0 0.0 0.0
C -1.480 2.852 -2.378 0.0 0.0 0.1
N -0.709 2.339 -1.426 0.0 0.0 -0.1
C 1.847 0.647 4.052 0.0 0.0 0.0
C 3.147 0.147 4.010 0.0 0.0 0.0
C 3.788 -0.240 5.171 0.0 0.0 0.0
C 3.130 -0.125 6.396 0.0 0.0 0.0
C 1.847 0.379 6.459 0.0 0.0 0.0
C 1.204 0.768 5.284 0.0 0.0 0.0
H -0.569 1.397 6.173 0.0 0.0 0.0
H -1.720 2.008 4.222 0.0 0.0 0.0
H 1.540 3.273 0.897 0.0 0.0 0.0
H 0.917 5.112 -0.491 0.0 0.0 0.0
H -0.484 6.076 -2.326 0.0 0.0 0.0
H -2.103 4.560 -3.495 0.0 0.0 0.0
H -2.152 2.162 -2.864 0.0 0.0 -0.1
H 3.629 0.076 3.044 0.0 0.0 0.0
H 4.797 -0.628 5.132 0.0 0.0 0.0
H 3.628 -0.429 7.308 0.0 0.0 0.0
H 1.336 0.474 7.410 0.0 0.0 0.0
C 0.900 0.690 -4.919 0.0 0.0 0.0
N 1.236 -0.654 -4.491 0.0 0.1 0.0
C 1.157 -1.787 -5.265 0.0 0.0 0.0
C 1.512 -2.818 -4.467 0.0 0.0 0.0
N 1.807 -2.325 -3.218 0.0 -0.1 0.0
B 2.434 -3.303 -2.143 0.0 0.0 0.0
N 2.266 -2.818 -0.675 0.0 -0.1 -0.1
C 3.302 -2.727 0.223 0.0 0.0 0.0
C 2.788 -2.436 1.439 0.0 0.1 0.0
N 1.424 -2.331 1.272 0.0 -0.1 0.0
C 0.443 -2.092 2.314 0.0 0.0 0.0
C 1.119 -2.584 -0.023 0.0 0.1 0.1
S -0.466 -2.601 -0.666 0.0 0.0 0.0
C 1.610 -1.006 -3.238 0.0 0.1 0.0
S 1.760 0.121 -1.939 0.1 0.0 0.0
H 0.895 0.708 -6.007 0.0 0.0 0.0
H 1.642 1.389 -4.539 0.0 0.0 0.0
H -0.082 0.981 -4.549 0.0 0.0 0.0
H 0.835 -1.756 -6.290 0.0 0.0 0.0
H 1.570 -3.871 -4.673 0.0 0.0 0.0
H 3.626 -3.378 -2.353 0.0 0.0 0.0
H 1.875 -4.362 -2.296 0.0 0.0 0.0
H 4.321 -2.867 -0.089 0.0 0.0 0.0
H 3.258 -2.271 2.391 0.0 0.0 0.0
H 0.969 -1.759 3.207 0.0 0.0 0.0
H -0.110 -3.006 2.529 0.0 0.0 0.0
H -0.269 -1.329 1.994 0.0 0.0 0.0
S -2.245 4.115 1.568 0.0 0.0 0.0
Sb -3.971 2.705 1.053 0.0 0.0 0.1
S -3.578 -1.394 0.713 0.0 -0.1 0.1
S -2.321 0.223 0.918 0.1 0.0 -0.2
S -4.490 2.804 -1.187 0.0 0.2 0.0
S -1.810 -0.477 -3.238 0.0 0.1 0.0
C -3.251 -1.183 -2.517 -0.1 0.0 0.0
N -4.034 -0.354 -1.779 0.1 -0.2 0.0
C -4.750 -0.927 -0.691 0.0 0.0 0.0
C -5.367 -2.198 -1.160 -0.1 0.1 0.2
C -4.714 -2.865 -2.117 0.0 -0.1 -0.1
N -3.531 -2.435 -2.696 0.1 -0.1 -0.1
H -3.837 0.641 -1.722 0.0 0.2 0.0
H -5.449 -0.194 -0.299 0.0 0.0 0.0
H -6.272 -2.575 -0.704 0.0 0.0 0.0
H -5.084 -3.814 -2.488 0.0 0.0 0.0
```
Positions in Å, forces in eV/Å.

Computed properties:
orbital gap: 0.2221 hartree
net charge: -1
relative energy (zero: lowest compared OMol25 entry of this formula, charge and spin): 4.4 kcal per mole
strongest force on any atom: 0.27 eV/Å
highest occupied orbital energy: -4.04 eV

3.
Density functional theory data (ωB97M-V with the def2-TZVPD basis set) for the ion C4H9NP with charge +1 in a non-equilibrium geometry.

The geometry in XYZ format:
```
15
Properties=species:S:1:pos:R:3:forces:R:3
C -1.792 0.178 -1.459 -1.1 0.1 2.4
C -0.922 -0.074 -0.453 2.3 0.0 -4.5
C 0.604 -0.326 -0.702 -1.9 -0.5 1.8
C 1.447 0.147 0.467 1.4 1.3 -0.5
N 0.862 -0.018 1.823 -4.2 1.2 -5.4
P 1.151 1.833 1.279 -0.9 -1.3 -0.9
H -1.706 0.539 -2.489 0.8 -0.6 0.4
H -0.156 2.136 0.582 1.2 -0.7 0.9
H -1.139 -0.239 0.549 -1.8 -0.4 1.2
H 0.804 -1.407 -0.755 -0.3 0.1 -0.1
H 0.945 0.070 -1.620 0.4 0.7 -0.9
H 2.475 -0.194 0.290 -0.2 0.4 0.8
H -2.842 0.125 -1.126 0.4 0.3 -0.3
H 1.378 -0.215 2.588 2.0 -1.4 3.0
H -0.073 -0.503 1.591 1.8 0.9 1.9
```
Positions in Å, forces in eV/Å.

Computed properties:
orbital gap: 0.3350 hartree
net charge: +1
structure (SMILES): C=CC[C@@H]1[NH2+]P1
relative energy (zero: lowest compared OMol25 entry of this formula, charge and spin): 57.1 kcal per mole
strongest force on any atom: 6.93 eV/Å
highest occupied orbital energy: -13.91 eV

4.
Density functional theory data (ωB97M-V with the def2-TZVPD basis set) for a cluster of 2 separate species, C3H8NO4PS in total in a non-equilibrium geometry.

The geometry in XYZ format:
```
18
Properties=species:S:1:pos:R:3:forces:R:3
C -0.224 1.385 0.124 -0.7 -0.4 -1.9
C 1.026 -0.678 -0.714 0.5 -0.2 0.1
C 1.183 0.765 -0.093 -0.3 0.7 -3.3
N 2.022 0.719 1.055 0.4 0.1 0.8
O 2.144 -1.356 -0.858 0.8 -0.3 -0.4
O 0.034 -1.232 -1.104 -0.9 0.6 -0.2
O -2.698 -1.866 -1.071 -2.8 3.1 0.3
O -0.727 -0.988 1.485 0.2 -0.6 0.3
P -1.194 0.109 0.645 -1.1 2.2 1.1
S -3.195 0.697 1.041 0.9 -0.4 -0.6
H -0.733 2.084 -0.657 1.2 -1.2 1.6
H 1.766 1.215 -1.046 -1.3 -0.3 2.2
H 2.921 -0.809 -0.740 0.3 0.2 0.6
H 1.420 0.734 1.880 0.4 -0.2 -0.1
H 2.662 1.502 1.131 -0.3 0.0 -0.2
H -1.933 -1.438 -1.385 1.7 0.5 -0.8
H -2.510 -2.742 -0.988 1.0 -3.7 0.4
H -3.541 -0.505 0.535 -0.2 0.0 0.1
```
Positions in Å, forces in eV/Å.

Computed properties:
orbital gap: 0.3205 hartree
net charge: 0
relative energy (zero: lowest compared OMol25 entry of this formula, charge and spin): 43.3 kcal per mole
strongest force on any atom: 4.21 eV/Å
highest occupied orbital energy: -9.07 eV

5.
Density functional theory data (ωB97M-V with the def2-TZVPD basis set) for an isolated molecule of C2H4O3 in a non-equilibrium geometry.

The geometry in XYZ format:
```
9
Properties=species:S:1:pos:R:3:forces:R:3
C 0.145 -0.620 0.005 2.5 -2.9 -5.0
C -1.058 0.133 -0.231 -4.2 1.7 1.2
H 2.012 0.265 0.298 -1.2 -0.8 -0.1
H -0.054 -0.949 0.905 0.0 -1.2 5.5
H 0.405 -1.603 -0.515 -1.7 1.0 0.0
H 0.281 1.521 0.074 -3.5 0.0 -1.0
O 1.246 0.127 -0.304 3.1 2.4 0.3
O -0.792 1.507 -0.075 2.0 -2.0 0.0
O -2.185 -0.381 -0.158 2.9 1.8 -0.9
```
Positions in Å, forces in eV/Å.

Computed properties:
orbital gap: 0.3911 hartree
net charge: 0
structure (SMILES): O=C(O)CO
relative energy (zero: lowest compared OMol25 entry of this formula, charge and spin): 43.2 kcal per mole
strongest force on any atom: 6.26 eV/Å
highest occupied orbital energy: -10.50 eV

| no. | DFT total energy (Ha) |
| --- | --- |
| 1 | -298.95335 |
| 2 | -4852.14391 |
| 3 | -553.55814 |
| 4 | -1214.33752 |
| 5 | -304.27289 |